Below is a structure of composition C32H30BrIrN8O2S3 at a distorted geometry, with properties calculated with the ωB97M-V functional and the def2-TZVPD basis.

Properties
- 2S+1: 2
- Frontier orbital gap (alpha / beta): 0.23198 / 0.21446 Ha
- Total charge: +1
- <S²>: 0.757
- Largest force on an atom: 2.093 eV/A
- ΔE to the lowest compared entry with this formula, charge and spin: 52.0 kcal per mole
- LUMO (alpha / beta): -4.546 / -5.006 eV

Positions of all 77 atoms, in Å:
Ir 0.60202 0.13693 0.60120
Br 1.21585 -1.60819 -1.41048
S 0.05712 1.82334 -1.09846
S 2.25851 -1.38058 1.84169
S 4.97497 -0.29428 0.93580
O -3.93110 1.31198 1.48859
O -1.38783 0.53339 1.27035
N 0.88400 1.37267 2.15721
N 2.81796 5.14080 1.14317
N -1.51063 -1.66501 1.90995
N -0.69486 -1.84603 0.88734
N 3.92925 2.95319 4.96075
N 2.67781 0.61890 0.29228
N -2.33081 0.98624 -2.01951
N -2.33891 2.89388 -0.66838
C -5.23566 0.05548 4.63385
C 2.95742 -6.52832 -3.26951
C 0.62543 -4.39136 -1.29454
C 2.07101 -6.07848 -2.30675
C 1.49360 -4.80965 -2.39921
C 1.77199 -4.03263 -3.52534
C -3.61671 3.44395 -1.14434
C 5.67129 2.87205 -1.50863
C 4.90784 1.08492 -0.13948
C -3.97868 0.63001 2.66603
C 2.54193 3.17627 2.79510
C 2.69834 4.27900 1.89918
C -5.15348 0.68292 3.40388
C -1.69913 1.88301 -1.24996
C -0.47896 -2.99069 0.37719
C 1.66107 2.20483 2.45864
C 3.58464 1.45269 -0.38240
C 5.96479 1.78872 -0.70337
C 3.29863 2.54456 -1.19489
C -1.59011 -0.27465 2.37776
C -1.61735 0.07272 -2.91077
C 2.64597 -4.49107 -4.49807
C -4.14474 -0.63520 5.14190
C -2.89287 -0.10124 3.14269
C 3.25808 -0.30778 0.99726
C 3.25846 -5.72947 -4.36403
C 0.38404 -3.19687 -0.76365
C 3.30754 3.06216 3.99792
C -3.74406 0.60403 -1.87595
C -2.98433 -0.70851 4.39304
C 4.34930 3.24722 -1.74984
C -1.71947 3.66998 0.42526
H -2.19975 -0.03209 -3.82620
H -2.51358 4.20227 0.94333
H 3.41375 -7.50453 -3.16715
H -0.95998 -3.87563 0.78758
H -0.99403 4.38526 0.04038
H -3.50978 4.52670 -1.19420
H -4.30585 0.86077 -2.77503
H 0.14053 -5.21129 -0.76842
H -4.42619 3.20660 -0.45764
H -0.63233 0.44831 -3.15551
H -5.99301 1.23345 2.99576
H 2.27218 2.83252 -1.36989
H 1.27075 -3.08639 -3.68046
H 1.84185 -6.70616 -1.45277
H 3.95607 -6.07602 -5.11503
H -1.52038 -0.91095 -2.44691
H -2.12291 -1.24045 4.78827
H 4.14703 4.10726 -2.37437
H -3.78447 -0.47911 -1.74846
H -1.77033 -2.42664 2.51821
H -0.78687 -0.12817 3.11496
H -3.02640 1.21225 1.15690
H -6.15280 0.11784 5.20581
H 2.84859 -3.87834 -5.36768
H 6.47837 3.43825 -1.95473
H -4.19574 -1.10412 6.11589
H -4.20137 1.05288 -1.01028
H 6.98906 1.49481 -0.51159
H -1.23065 3.00328 1.12781
H -3.85091 3.08164 -2.13907